The following is a DFT calculation (ωB97M-V/def2-TZVPD) of a molecular structure, C5H8O in a non-equilibrium geometry.

Results
**Energy above the lowest of the compared OMol25 structures with the same formula, charge and spin**: 2.915 eV
**Electronic energy**: -270.45075 Ha
**LUMO level**: 0.042 Ha
**HOMO level**: -9.3 eV
**Orbital gap**: 10.39 eV
**Spin multiplicity**: 1

The geometry in XYZ format:
```
14
Properties=species:S:1:pos:R:3:forces:R:3:nbo_charge:R:1
C 1.054796 0.593305 -0.715269 -0.7572 -1.7656 0.0277 -0.472
C 0.311725 1.011942 0.523891 -0.1035 0.2268 0.1972 0.067
C -1.120343 0.459636 0.222934 -0.2395 0.1444 0.0931 -0.429
C -0.752404 -1.000703 -0.130661 -0.3167 -0.0628 0.0724 -0.444
C 0.714015 -0.859813 0.137774 -0.1790 -0.0790 -0.6174 0.120
O 0.884809 -0.055893 1.297354 -0.2610 -0.1561 0.3580 -0.521
H 0.663110 1.007355 -1.664622 0.1952 -1.0339 0.2305 0.203
H 2.014196 0.141158 -0.723175 2.0249 1.9707 0.0534 0.238
H 0.352181 1.991635 1.007628 0.1564 -0.1186 -0.1432 0.195
H -1.744432 0.501407 1.115507 -0.0109 0.1342 -0.0472 0.217
H -1.613027 0.982923 -0.601055 0.0422 0.0325 0.1737 0.208
H -1.240701 -1.749810 0.492615 -0.1162 0.0715 0.0563 0.208
H -0.881043 -1.265081 -1.185440 -0.2378 0.0572 0.2277 0.209
H 1.357123 -1.758066 0.222524 -0.1967 0.5788 -0.6821 0.201
```
Forces are in eV/Å.

---

The following is a DFT calculation (ωB97M-V/def2-TZVPD) of C5H8O in the gas phase in a non-equilibrium geometry.

Results
**Energy above the lowest of the compared OMol25 structures with the same formula, charge and spin**: 2.969 eV
**Electronic energy**: -270.44877 Ha
**LUMO level**: 0.034 Ha
**HOMO level**: -9.4 eV
**SMILES**: CCC#CCO
**Orbital gap**: 10.36 eV
**Spin multiplicity**: 1

The geometry in XYZ format:
```
14
Properties=species:S:1:pos:R:3:forces:R:3:nbo_charge:R:1
C -2.284882 0.868010 -0.368994 -0.2980 0.0784 -0.0234 -0.590
C -1.302253 -0.293431 -0.312534 -0.1060 0.2003 0.0044 -0.483
C 0.060959 0.199792 -0.383487 0.6758 0.0120 0.2267 0.058
C 1.252169 0.311930 -0.218391 -0.7290 -0.6922 -0.1443 -0.103
C 2.380718 -0.572980 0.135610 0.1477 0.0794 -0.3169 -0.107
O 2.827654 -0.395504 1.468784 0.1345 0.2305 -0.0427 -0.710
H -2.165589 1.398630 -1.318911 -0.1142 -0.0233 0.1814 0.213
H -3.315913 0.530207 -0.274792 -0.0312 0.0154 -0.0356 0.210
H -2.073215 1.568127 0.447899 -0.0760 -0.1164 -0.2073 0.213
H -1.354288 -0.831884 0.649748 -0.2382 0.1247 -0.3427 0.230
H -1.441236 -1.032284 -1.119287 -0.1606 0.3276 0.2283 0.232
H 3.199224 -0.518023 -0.590503 0.1146 0.1351 0.3670 0.186
H 1.906208 -1.554440 0.028439 0.5290 -0.1719 0.1825 0.175
H 2.310448 0.321855 1.856425 0.1515 -0.1998 -0.0774 0.477
```
Forces are in eV/Å.

---

The following is a DFT calculation (ωB97M-V/def2-TZVPD) of C5H8O in the gas phase.

Results
**Energy above the lowest of the compared OMol25 structures with the same formula, charge and spin**: 4.276 eV
**Electronic energy**: -270.40076 Ha
**LUMO level**: 0.003 Ha
**HOMO level**: -7.7 eV
**Orbital gap**: 7.77 eV
**Spin multiplicity**: 1

The geometry in XYZ format:
```
14
Properties=species:S:1:pos:R:3:forces:R:3:nbo_charge:R:1
C 1.529819 -0.498262 -0.852491 -0.0230 0.1221 0.1165 -0.668
C 0.187442 -0.865954 -0.326883 -0.0586 -0.0562 -0.3204 0.254
O 0.498378 -0.214976 1.614193 -0.0717 -0.1506 0.0717 -0.739
C -0.663026 0.309923 1.329040 -0.1307 0.1371 0.3024 0.356
C -0.896412 1.267674 0.209097 0.1054 0.0569 0.0131 -0.484
C -1.013352 -0.123327 -0.331704 0.0198 -0.1580 -0.4089 -0.471
H 2.313740 -1.063774 -0.342359 -0.1326 0.1228 -0.0375 0.240
H 1.737260 0.568017 -0.778942 -0.0237 -0.1150 -0.0577 0.229
H 1.532408 -0.799955 -1.911873 -0.0053 0.0434 0.1132 0.231
H 0.047767 -1.946432 -0.238295 0.0289 0.1712 0.1431 0.201
H -1.467385 0.236710 2.080751 0.0796 0.0526 -0.2313 0.158
H -1.838802 1.814989 0.219807 0.2149 -0.1155 0.1362 0.228
H -0.042905 1.879660 -0.082022 -0.1007 -0.1175 -0.0685 0.220
H -1.952917 -0.593296 -0.591134 0.0974 0.0066 0.2281 0.244
```
Forces are in eV/Å.